{"formula": "C34H38F6N2O4P4S2SeTa", "method": "the ωB97M-V functional and the def2-TZVPD basis", "species": ["Ta", "F", "C", "F", "F", "S", "O", "O", "N", "S", "O", "O", "C", "F", "F", "F", "C", "P", "C", "C", "C", "P", "C", "C", "H", "H", "H", "H", "H", "H", "H", "H", "H", "H", "H", "H", "H", "H", "H", "H", "C", "P", "C", "C", "C", "C", "C", "C", "C", "C", "C", "C", "C", "C", "P", "C", "C", "C", "C", "C", "C", "C", "C", "C", "C", "C", "C", "H", "H", "H", "H", "H", "H", "H", "H", "H", "H", "H", "H", "H", "H", "H", "H", "H", "H", "H", "H", "H", "H", "Se", "C", "N"], "coordinates": [[-0.634, 0.177, 1.469], [3.388, -1.527, 2.567], [3.510, -0.331, 3.075], [4.448, 0.366, 2.501], [3.653, -0.383, 4.371], [1.869, 0.518, 2.728], [0.733, -0.341, 3.186], [1.597, 0.571, 1.285], [1.957, 1.874, 3.435], [0.550, 2.619, 3.549], [-0.334, 1.995, 2.492], [0.665, 4.019, 3.577], [-0.192, 2.009, 5.192], [-1.191, 1.178, 4.928], [-0.618, 3.053, 5.834], [0.746, 1.373, 5.856], [-1.697, -2.190, 4.185], [-1.182, -2.234, 2.457], [0.320, -3.249, 2.400], [-2.419, -3.176, 1.540], [-2.180, -2.968, 0.054], [-2.306, -1.182, -0.352], [-2.196, -1.215, -2.142], [-4.104, -0.933, -0.140], [-1.886, -3.211, 4.523], [-2.603, -1.596, 4.301], [-0.900, -1.757, 4.789], [0.077, -4.266, 2.713], [1.066, -2.844, 3.078], [0.727, -3.270, 1.389], [-3.414, -2.827, 1.825], [-2.348, -4.224, 1.840], [-2.937, -3.481, -0.542], [-1.203, -3.343, -0.261], [-2.954, -1.928, -2.474], [-1.230, -1.574, -2.474], [-2.411, -0.240, -2.566], [-4.600, -1.675, -0.769], [-4.405, 0.056, -0.475], [-4.453, -1.075, 0.880], [1.179, 0.858, -1.488], [-0.245, 1.659, -0.680], [0.248, 3.297, -0.107], [1.573, 3.633, 0.178], [1.873, 4.906, 0.641], [0.858, 5.830, 0.846], [-0.463, 5.491, 0.583], [-0.772, 4.231, 0.102], [-1.549, 1.974, -1.885], [-2.894, 1.966, -1.524], [-3.863, 2.312, -2.452], [-3.489, 2.664, -3.743], [-2.147, 2.703, -4.097], [-1.172, 2.368, -3.168], [1.057, -0.971, -1.214], [2.752, -1.534, -0.863], [3.875, -0.722, -1.008], [5.147, -1.256, -0.845], [5.308, -2.599, -0.537], [4.195, -3.417, -0.394], [2.926, -2.885, -0.547], [0.853, -1.798, -2.812], [0.985, -1.127, -4.024], [0.901, -1.837, -5.215], [0.691, -3.207, -5.200], [0.565, -3.881, -3.990], [0.638, -3.180, -2.801], [2.010, 1.173, -0.866], [1.420, 1.194, -2.493], [2.384, 2.932, 0.037], [2.901, 5.178, 0.842], [1.099, 6.820, 1.208], [-1.253, 6.211, 0.749], [-1.801, 3.977, -0.116], [-3.174, 1.758, -0.498], [-4.907, 2.325, -2.168], [-4.244, 2.933, -4.470], [-1.858, 3.008, -5.093], [-0.127, 2.433, -3.449], [3.781, 0.314, -1.312], [6.015, -0.626, -0.984], [6.302, -3.012, -0.424], [4.320, -4.469, -0.172], [2.062, -3.534, -0.450], [1.167, -0.061, -4.060], [1.009, -1.315, -6.155], [0.630, -3.752, -6.132], [0.411, -4.952, -3.976], [0.534, -3.714, -1.863], [-2.985, 0.841, 2.115], [-2.857, 2.514, 2.860], [-2.782, 3.578, 3.290]], "mulliken_charge": [1.330, -0.125, 0.640, -0.141, -0.156, 1.657, -1.172, -1.404, -0.701, 1.096, -0.688, -0.526, 0.727, -0.151, -0.172, -0.193, -1.347, 1.076, -1.230, -1.067, -0.661, 1.030, -0.388, -1.616, 0.541, 0.395, 0.304, 0.607, 0.342, 0.140, 0.451, 0.723, 0.758, -0.092, 0.748, -0.344, 0.212, 0.592, 0.379, 0.528, -1.374, 1.379, 0.874, -0.588, -0.822, -0.668, -0.702, -0.800, 0.766, 0.577, -1.364, -0.764, -0.965, -0.917, 1.767, 1.410, -0.596, -0.793, -0.743, -1.037, -0.392, 0.750, -0.564, -0.873, -0.678, -0.992, -0.113, -0.759, 1.153, 0.371, 0.482, 0.445, 0.484, 0.401, 0.947, 0.491, 0.462, 0.497, 0.461, 0.402, 0.490, 0.454, 0.502, 0.075, 0.265, 0.508, 0.443, 0.488, 0.117, 0.103, 0.215, -0.377], "relative_energy_kj_mol": 0.0, "homo_ha": -0.6032, "charge": 3, "max_force_ha_per_bohr": 0.023, "e_tot_ev": -189048.121, "gap_ev": 6.0}

=====

{"formula": "C3H8NO2P", "method": "the ωB97M-V functional and the def2-TZVPD basis", "species": ["C", "C", "C", "N", "O", "O", "P", "H", "H", "H", "H", "H", "H", "H", "H"], "coordinates": [[1.123, -0.314, -0.441], [1.615, 0.986, 0.063], [0.176, -0.964, 0.524], [-0.038, -0.421, 1.648], [-2.223, -0.567, -1.180], [-1.109, 1.795, 0.266], [0.090, 1.581, 1.105], [0.496, -0.337, -1.316], [1.972, -1.198, -0.657], [2.405, 0.859, 0.777], [1.659, 1.625, -0.802], [-0.166, -1.888, 0.330], [-0.646, -0.699, 2.395], [-2.326, 0.345, -0.970], [-3.028, -0.803, -1.742]], "mulliken_charge": [-0.366, -0.582, -0.652, -0.409, -0.568, -0.459, 0.275, 0.238, 0.261, 0.370, 0.375, 0.664, 0.245, 0.320, 0.286], "relative_energy_kj_mol": 17.8, "homo_ha": [-0.1762, -0.3762], "max_force_ha_per_bohr": 0.128, "e_tot_ev": -18110.638, "gap_ev": [5.8, 8.1], "s_squared": 2.011, "multiplicity": 3}

=====

{"formula": "C31H29N7TeY", "method": "the ωB97M-V functional and the def2-TZVPD basis", "species": ["Y", "C", "C", "C", "C", "C", "H", "H", "H", "H", "H", "N", "C", "N", "C", "N", "C", "C", "N", "C", "C", "N", "H", "H", "H", "H", "H", "C", "N", "C", "C", "C", "C", "C", "N", "C", "C", "C", "C", "C", "C", "H", "H", "H", "H", "H", "H", "H", "H", "H", "H", "H", "C", "Te", "C", "C", "C", "C", "C", "C", "C", "H", "H", "H", "H", "H", "H", "H", "H"], "coordinates": [[-0.563, -1.238, -1.192], [-2.628, -0.405, -3.267], [-2.080, -1.698, -3.312], [-2.539, -2.397, -2.180], [-3.357, -1.520, -1.421], [-3.449, -0.307, -2.122], [-2.479, 0.369, -4.011], [-1.431, -2.100, -4.071], [-2.362, -3.440, -1.952], [-3.909, -1.787, -0.527], [-4.087, 0.526, -1.872], [2.894, -3.235, 0.953], [2.175, -3.101, -0.157], [1.083, -2.413, 0.141], [1.216, -2.156, 1.474], [2.301, -2.636, 2.014], [0.172, -1.390, 2.166], [0.199, -1.117, 3.519], [-0.753, -0.392, 4.109], [-1.744, 0.042, 3.338], [-1.784, -0.245, 1.982], [-0.822, -0.946, 1.391], [3.777, -3.710, 1.071], [2.453, -3.507, -1.119], [1.009, -1.494, 4.132], [-2.525, 0.638, 3.794], [-2.599, 0.100, 1.365], [1.812, 1.346, -1.770], [1.257, 0.009, -2.088], [2.001, -0.692, -2.902], [1.728, -2.045, -3.203], [2.400, -2.952, -4.028], [1.688, -4.149, -3.953], [0.602, -3.906, -3.095], [0.625, -2.649, -2.633], [2.802, 1.270, -0.635], [4.135, 1.604, -0.828], [5.052, 1.476, 0.212], [4.641, 1.006, 1.454], [3.305, 0.671, 1.656], [2.397, 0.806, 0.617], [1.007, 2.024, -1.510], [2.295, 1.766, -2.652], [2.884, -0.238, -3.355], [3.289, -2.749, -4.610], [1.903, -5.075, -4.465], [-0.178, -4.597, -2.807], [4.463, 1.973, -1.795], [6.089, 1.745, 0.050], [5.355, 0.907, 2.262], [2.976, 0.311, 2.624], [1.347, 0.553, 0.775], [-3.405, 2.086, 0.120], [-1.539, 1.950, -0.910], [-0.698, 2.815, 0.861], [-1.840, 3.092, 1.805], [-1.601, 3.691, 3.044], [-2.641, 3.912, 3.930], [-3.940, 3.544, 3.584], [-4.186, 2.961, 2.351], [-3.137, 2.730, 1.457], [-3.837, 1.093, 0.213], [-4.087, 2.685, -0.486], [-0.138, 3.715, 0.617], [-0.004, 2.101, 1.307], [-0.590, 3.981, 3.310], [-2.444, 4.377, 4.888], [-4.759, 3.723, 4.271], [-5.198, 2.686, 2.073]], "mulliken_charge": [0.830, -0.736, -0.289, -0.961, -0.618, -0.884, 0.475, 0.635, 0.669, 0.539, 0.946, 0.135, -0.183, 0.086, -0.003, -0.648, 0.359, -0.426, -0.597, -0.652, -0.293, 0.340, 0.189, 0.439, 0.541, 0.418, 0.520, -1.683, 0.363, -0.068, -0.139, -0.845, -0.833, -0.808, 0.690, 0.833, -0.923, -0.596, -0.742, -1.086, 1.372, 0.029, 0.561, 0.406, 0.533, 0.472, 0.462, 0.430, 0.412, 0.436, 0.465, -0.054, -1.527, 0.350, -0.774, 0.302, -0.603, -0.611, -0.689, -0.750, 0.670, 0.727, 0.690, 0.876, 0.024, 0.478, 0.419, 0.423, 0.477], "relative_energy_kj_mol": 91.2, "homo_ha": -0.3922, "charge": 1, "max_force_ha_per_bohr": 0.023, "e_tot_ev": -51382.142, "gap_ev": 7.1}

=====

{"formula": "F6H22NO9P", "method": "the ωB97M-V functional and the def2-TZVPD basis", "species": ["N", "H", "H", "H", "H", "P", "F", "F", "F", "F", "F", "F", "O", "H", "H", "O", "H", "H", "O", "H", "H", "O", "H", "H", "O", "H", "H", "O", "H", "H", "O", "H", "H", "O", "H", "H", "O", "H", "H"], "coordinates": [[3.106, 2.141, 1.515], [3.933, 2.575, 1.898], [3.021, 1.144, 1.650], [2.951, 2.286, 0.527], [2.344, 2.631, 1.962], [-0.838, 0.178, -0.014], [-1.490, -0.825, 1.135], [0.104, -0.956, -0.768], [-1.973, -0.281, -1.058], [-0.484, 1.237, -1.172], [-1.932, 1.219, 0.543], [0.339, 0.701, 0.980], [2.946, -0.497, 1.861], [3.757, -1.007, 1.868], [2.263, -1.136, 1.656], [-4.080, -1.463, -0.132], [-3.418, -1.223, -0.781], [-3.631, -1.384, 0.709], [2.408, 0.309, -1.222], [1.580, 0.353, -0.744], [2.854, -0.456, -0.857], [-2.085, 2.071, -2.903], [-2.235, 1.149, -2.695], [-1.511, 2.384, -2.203], [-2.072, 3.316, 2.001], [-1.950, 2.643, 1.332], [-1.291, 3.252, 2.551], [-1.668, -4.033, 0.416], [-2.268, -3.858, 1.141], [-1.125, -3.246, 0.360], [0.486, -0.350, 3.351], [-0.163, -0.306, 2.649], [0.742, 0.561, 3.499], [0.214, -3.894, -1.943], [0.256, -3.431, -2.779], [-0.282, -3.310, -1.369], [0.076, 0.281, -4.320], [0.532, 0.644, -5.079], [0.586, 0.581, -3.567]], "mulliken_charge": [-2.858, 1.283, 0.185, 0.532, 0.717, 1.571, -0.628, -0.267, -0.467, -0.483, -0.419, -0.269, 0.030, 0.120, 0.153, -0.666, 0.437, 0.272, -0.424, 0.067, 0.302, -0.632, 0.299, 0.348, -0.744, 0.455, 0.306, -0.645, 0.308, 0.285, -0.743, 0.270, 0.350, -0.664, 0.337, 0.281, -0.579, 0.266, 0.314], "homo_ha": [-0.0496, -0.2919], "charge": -1, "max_force_ha_per_bohr": 0.054, "e_tot_ev": -45874.484, "gap_ev": [3.9, 10.3], "s_squared": 0.750, "multiplicity": 2}